The following is a DFT calculation (wB97M-V/def2-TZVPD) of C8H22CuN2O6P as an isolated structure.

Values from the calculation:
Total charge   -1
Energy   -77847.154 eV
⟨S²⟩   0.7661
Molecular weight   336.792 g/mol
Orbital gap (spin up / spin down)   5.9 / 5.7 eV
Spin multiplicity   2

CARTESIAN COORDINATES (ANGSTROEM)
Cu (8.65716, -11.48159, -29.31732)
P (7.27522, -9.82184, -27.72822)
O (6.93182, -8.40030, -27.26821)
O (6.71590, -10.33356, -29.03323)
O (7.00733, -10.76289, -26.54468)
O (8.83234, -9.80384, -27.85247)
C (6.99111, -15.48302, -28.93003)
C (7.58979, -15.07053, -30.25952)
C (6.77288, -15.61639, -31.48789)
O (6.76015, -17.07377, -31.55320)
C (7.98372, -17.48461, -32.22044)
N (7.77693, -13.54729, -30.40556)
H (6.02402, -15.02826, -28.71548)
H (7.65792, -15.06247, -28.17730)
H (6.83580, -16.55093, -28.77657)
H (8.62348, -15.41608, -30.27251)
H (7.14796, -15.22419, -32.43319)
H (5.75848, -15.23228, -31.59537)
H (7.88821, -18.56424, -32.33603)
H (8.84121, -17.16707, -31.62715)
H (8.14947, -17.16144, -33.24815)
H (6.85938, -13.26500, -30.71945)
H (8.30702, -13.46482, -31.26131)
C (12.37570, -10.51778, -29.89181)
C (11.83151, -11.74034, -30.66814)
C (12.03630, -12.98956, -29.75282)
O (11.59023, -14.16464, -30.48038)
C (11.59914, -15.41142, -29.73853)
N (10.37001, -11.54750, -30.89963)
H (13.37614, -10.62401, -29.47236)
H (11.80912, -10.32567, -28.98066)
H (12.44237, -9.64510, -30.54149)
H (12.44152, -11.92588, -31.55220)
H (11.46488, -12.81785, -28.84062)
H (13.10464, -13.12562, -29.58477)
H (12.61247, -15.78414, -29.58905)
H (11.23325, -16.25436, -30.32477)
H (10.95320, -15.34896, -28.86277)
H (10.15649, -12.24168, -31.60151)
H (10.25641, -10.64181, -31.33196)


The following is a DFT calculation (wB97M-V/def2-TZVPD) of one molecule with the formula C3H6Si.

Values from the calculation:
SMILES   [SiH3]C1C=C1
Energy   -11082.087 eV
Molecular weight   70.167 g/mol
Energy relative to the best compared isomer or geometry (same formula, charge and spin)   36.0 kcal/mol
Orbital gap   10.2 eV
Spin multiplicity   1

CARTESIAN COORDINATES (ANGSTROEM)
Si (1.44890, 0.00945, -0.11248)
C (-0.35541, 0.08404, 0.59410)
C (-1.48327, 0.66565, -0.17202)
C (-1.37990, -0.62211, -0.23175)
H (2.37557, 1.21688, 0.25959)
H (1.27328, -0.23335, -1.46938)
H (2.33050, -1.07262, 0.49179)
H (-0.52322, 0.04284, 1.73765)
H (-2.02922, 1.51202, -0.42478)
H (-1.65724, -1.60278, -0.67272)


The following is a DFT calculation (wB97M-V/def2-TZVPD) of C20H23InN10O6 as an isolated structure.

Values from the calculation:
Energy   -53471.691 eV
Molecular weight   614.286 g/mol
Energy relative to the best compared isomer or geometry (same formula, charge and spin)   13.5 kcal/mol
Orbital gap   7.5 eV
Spin multiplicity   1

CARTESIAN COORDINATES (ANGSTROEM)
In (-0.64013, 0.10255, -0.43190)
C (3.04838, 0.09374, 0.23564)
C (2.55246, 1.23825, 1.09963)
O (1.31434, 0.93079, 1.72849)
C (1.36482, -0.03742, 2.75485)
C (0.04402, -0.75487, 2.70071)
O (-0.17807, -1.34076, 1.41225)
C (0.57245, -2.52043, 1.14530)
C (0.08671, -3.07784, -0.17314)
O (0.04043, -2.06961, -1.18586)
C (1.15725, -1.97980, -2.08075)
C (2.39498, -1.51250, -1.35776)
O (1.98859, -0.43212, -0.54795)
H (3.47036, -0.71798, 0.84314)
H (3.84892, 0.46692, -0.41072)
H (2.37869, 2.12276, 0.49430)
H (3.31923, 1.46305, 1.84768)
H (1.47783, 0.43313, 3.73549)
H (2.19921, -0.73186, 2.61816)
H (-0.75795, -0.03276, 2.84803)
H (-0.02695, -1.52373, 3.47230)
H (0.37540, -3.26057, 1.92439)
H (1.63894, -2.29644, 1.13115)
H (-0.93360, -3.42500, -0.05209)
H (0.72284, -3.90730, -0.48873)
H (0.86779, -1.25247, -2.83867)
H (1.33333, -2.94154, -2.56228)
H (3.14508, -1.19968, -2.08972)
H (2.83242, -2.30879, -0.74222)
O (1.16625, 3.78366, -0.14076)
C (0.43063, 2.81903, -0.21865)
O (0.73970, 1.65605, -0.68908)
C (-0.99215, 2.96932, 0.29477)
C (-1.58519, 4.24222, 0.30766)
C (-2.88815, 4.34203, 0.68121)
C (-3.59007, 3.20080, 1.13676)
C (-4.93583, 3.25886, 1.56979)
C (-5.55472, 2.14485, 2.05535)
C (-4.84172, 0.92965, 2.16104)
C (-3.54280, 0.84417, 1.74700)
C (-2.90459, 1.97064, 1.18264)
N (-1.61581, 1.87627, 0.69292)
H (-0.99178, 5.08477, -0.01496)
H (-3.40326, 5.29564, 0.65086)
H (-5.46137, 4.20506, 1.51344)
H (-6.59006, 2.18876, 2.37177)
H (-5.32704, 0.05215, 2.56920)
H (-3.00302, -0.08651, 1.83353)
N (-3.68837, -0.08087, -2.17896)
C (-3.56300, -0.93257, -1.10529)
N (-4.53999, -1.72660, -0.71224)
N (-4.03690, -2.37956, 0.35722)
N (-2.83143, -2.00280, 0.60414)
N (-2.48587, -1.05462, -0.32290)
C (-2.64164, 0.54773, -2.82555)
N (-2.79243, 1.21566, -3.94424)
N (-1.54879, 1.68744, -4.22391)
N (-0.70146, 1.31612, -3.33447)
N (-1.37386, 0.56777, -2.40204)
H (-4.55237, -0.14083, -2.69093)


The following is a DFT calculation (wB97M-V/def2-TZVPD) of C12H43B2O10PdSSr as an isolated structure.

Values from the calculation:
Total charge   -1
Energy   -50117.116 eV
⟨S²⟩   2.0038
Molecular weight   595.197 g/mol
Orbital gap (spin up / spin down)   6.1 / 5.9 eV
Spin multiplicity   3

CARTESIAN COORDINATES (ANGSTROEM)
Sr (2.99804, 0.77754, 0.36059)
Pd (-1.50892, 0.96681, 0.49159)
B (3.64146, 0.97311, 2.98974)
H (2.57382, 0.63521, 2.85236)
H (3.93817, 0.81245, 4.09294)
H (4.26764, 0.28903, 2.35418)
H (3.73605, 2.05978, 2.71910)
B (0.54552, -0.19198, -0.23471)
H (0.83691, -0.39911, 0.83191)
H (1.28369, -0.65105, -0.94780)
H (-0.51026, -0.53939, -0.48954)
H (0.66125, 0.92233, -0.31494)
S (0.70748, 3.00539, 2.20373)
O (0.50782, 4.47051, 2.18999)
O (1.02053, 2.60024, 3.55665)
O (-0.45673, 2.21889, 1.69549)
O (1.87244, 2.62718, 1.38340)
C (-5.57637, -0.67071, -0.67151)
C (-4.29977, 0.03934, -1.04500)
O (-3.15980, -0.30874, -0.35014)
H (-6.36489, -0.48152, -1.40740)
H (-6.07539, -0.32653, 0.24168)
H (-5.41872, -1.74562, -0.55945)
H (-4.49500, 1.12757, -1.06514)
H (-4.15999, -0.12344, -2.13095)
C (-1.18597, 3.95546, -2.80956)
C (-2.22552, 3.42644, -1.82098)
O (-1.40909, 2.92616, -0.71571)
H (-0.62811, 4.82747, -2.47018)
H (-1.65933, 4.08838, -3.78984)
H (-0.41746, 3.21472, -3.03280)
H (-2.83225, 2.61699, -2.21308)
H (-2.81852, 4.28082, -1.49211)
H (-0.89754, 3.69093, -0.41608)
C (1.64025, 1.75286, -3.93514)
C (2.54439, 2.22414, -2.79832)
O (3.09495, 1.06619, -2.15690)
H (0.99048, 0.88249, -3.84171)
H (2.29370, 1.36000, -4.73193)
H (1.11096, 2.56974, -4.42678)
H (1.94365, 2.70474, -2.02309)
H (3.26436, 2.92798, -3.21835)
H (3.56305, 0.63607, -2.88437)
C (-0.11170, -0.49394, 3.85590)
C (-1.14279, -1.35457, 3.12746)
O (-1.81296, -0.53331, 2.13925)
H (0.53954, -0.02047, 3.12766)
H (0.34779, -1.23133, 4.51844)
H (-0.64447, 0.27391, 4.41132)
H (-1.84708, -1.72709, 3.87740)
H (-0.70240, -2.24646, 2.67706)
H (-2.68854, -0.92453, 2.01345)
C (3.31203, -2.70781, -0.89610)
C (2.88441, -2.75666, 0.57529)
O (3.43849, -1.60342, 1.21959)
H (2.45478, -2.89011, -1.54183)
H (4.15039, -3.37285, -1.11567)
H (3.74751, -1.75711, -1.21663)
H (3.24136, -3.64898, 1.09405)
H (1.79625, -2.72520, 0.66750)
H (3.51217, -1.74827, 2.16976)
C (-1.18366, -4.92549, -0.02245)
C (-1.34273, -3.43728, -0.08346)
O (-2.74549, -3.25583, -0.28043)
H (-1.52115, -5.40348, -0.94177)
H (-1.63784, -5.35722, 0.86883)
H (-0.13929, -5.25275, 0.07620)
H (-0.79147, -2.88522, -0.84994)
H (-1.11425, -2.95550, 0.87234)
H (-2.93586, -2.29791, -0.31308)


The following is a DFT calculation (wB97M-V/def2-TZVPD) of C18H28F5KN2OP2Te as an isolated structure.

Values from the calculation:
Energy   -79933.774 eV
Molecular weight   612.071 g/mol
Orbital gap   7.9 eV
Spin multiplicity   1

CARTESIAN COORDINATES (ANGSTROEM)
K (-1.19363, 2.47703, 1.29636)
C (-1.99506, -2.30589, 1.47672)
P (-1.49636, -0.66122, 0.83547)
C (-0.10013, -1.20115, -0.28432)
N (-0.26142, -2.29229, -0.98767)
C (0.71787, -2.65510, -1.85395)
C (0.55364, -3.80898, -2.65733)
C (1.52236, -4.14848, -3.55480)
C (2.69398, -3.36163, -3.68799)
C (2.87710, -2.25125, -2.91876)
C (1.88363, -1.87798, -1.98263)
N (2.07401, -0.78600, -1.20179)
C (1.12796, -0.45068, -0.36250)
P (1.42960, 1.00438, 0.74696)
C (2.67406, 1.91654, -0.23972)
C (2.43554, 0.21477, 2.11747)
C (1.57886, -0.88415, 2.75420)
C (2.69119, 1.31438, 3.15356)
C (3.76486, -0.37231, 1.65329)
C (-2.86862, -0.24912, -0.38535)
C (-4.06489, 0.19835, 0.46513)
C (-2.39145, 0.93919, -1.22888)
C (-3.30638, -1.39312, -1.29624)
H (-2.05126, -3.04184, 0.67659)
H (-2.95816, -2.22309, 1.97950)
H (-1.25952, -2.63187, 2.21298)
H (-0.35154, -4.39013, -2.54133)
H (1.39959, -5.02488, -4.17714)
H (3.44762, -3.65009, -4.40864)
H (3.76276, -1.63509, -2.99837)
H (3.46553, 1.27040, -0.61222)
H (3.09003, 2.71829, 0.37069)
H (2.16503, 2.37867, -1.08612)
H (0.60929, -0.50317, 3.08294)
H (2.09579, -1.29117, 3.62702)
H (1.40453, -1.71061, 2.06089)
H (1.75753, 1.74203, 3.52577)
H (3.29802, 2.12386, 2.74484)
H (3.23002, 0.89561, 4.00736)
H (3.63656, -1.10001, 0.85211)
H (4.24693, -0.87681, 2.49562)
H (4.44501, 0.40364, 1.30062)
H (-3.82663, 1.04605, 1.11231)
H (-4.44295, -0.61414, 1.08809)
H (-4.87743, 0.51568, -0.19260)
H (-2.21330, 1.81742, -0.61084)
H (-3.16377, 1.22537, -1.94502)
H (-1.48271, 0.70675, -1.78936)
H (-3.74593, -2.21272, -0.72586)
H (-2.48558, -1.79299, -1.88596)
H (-4.07274, -1.02129, -1.98237)
F (-2.30125, 4.44141, -1.32094)
Te (-2.30665, 5.29747, 0.34373)
F (-0.51051, 4.63871, 0.56738)
F (-2.07186, 6.39965, 1.82059)
F (-3.87251, 6.17390, -0.10093)
F (-1.43431, 6.65698, -0.57320)
O (-2.97235, 3.90273, 1.22465)


The following is a DFT calculation (wB97M-V/def2-TZVPD) of one molecule with the formula C5H9OP.

Values from the calculation:
SMILES   [H]/P=C\C[C@@]1(C)CO1
Energy   -16663.742 eV
Molecular weight   116.100 g/mol
Energy relative to the best compared isomer or geometry (same formula, charge and spin)   72.6 kcal/mol
Orbital gap   9.8 eV
Spin multiplicity   1

CARTESIAN COORDINATES (ANGSTROEM)
H (3.11710, 0.46490, -1.11726)
P (3.41495, -0.12673, 0.06344)
C (1.87834, -0.45622, 0.40039)
C (0.69332, -0.46901, -0.51703)
C (-0.70605, 0.22835, -0.18125)
C (-1.87671, -0.73319, 0.02003)
C (-0.60886, 1.44541, 0.52894)
O (-0.93390, 1.37746, -0.83599)
H (1.42765, -0.83147, 1.38181)
H (0.96012, -0.13694, -1.58041)
H (0.47142, -1.59663, -0.56633)
H (-1.83251, -1.12979, 1.08744)
H (-2.06755, -1.63440, -0.57922)
H (-2.82548, -0.14081, -0.13181)
H (0.32549, 1.87643, 0.88597)
H (-1.43732, 1.86263, 1.14128)


Copy entry 5 word for word.
The following is a DFT calculation (wB97M-V/def2-TZVPD) of C18H28F5KN2OP2Te as an isolated structure.

Values from the calculation:
Energy   -79933.774 eV
Molecular weight   612.071 g/mol
Orbital gap   7.9 eV
Spin multiplicity   1

CARTESIAN COORDINATES (ANGSTROEM)
K (-1.19363, 2.47703, 1.29636)
C (-1.99506, -2.30589, 1.47672)
P (-1.49636, -0.66122, 0.83547)
C (-0.10013, -1.20115, -0.28432)
N (-0.26142, -2.29229, -0.98767)
C (0.71787, -2.65510, -1.85395)
C (0.55364, -3.80898, -2.65733)
C (1.52236, -4.14848, -3.55480)
C (2.69398, -3.36163, -3.68799)
C (2.87710, -2.25125, -2.91876)
C (1.88363, -1.87798, -1.98263)
N (2.07401, -0.78600, -1.20179)
C (1.12796, -0.45068, -0.36250)
P (1.42960, 1.00438, 0.74696)
C (2.67406, 1.91654, -0.23972)
C (2.43554, 0.21477, 2.11747)
C (1.57886, -0.88415, 2.75420)
C (2.69119, 1.31438, 3.15356)
C (3.76486, -0.37231, 1.65329)
C (-2.86862, -0.24912, -0.38535)
C (-4.06489, 0.19835, 0.46513)
C (-2.39145, 0.93919, -1.22888)
C (-3.30638, -1.39312, -1.29624)
H (-2.05126, -3.04184, 0.67659)
H (-2.95816, -2.22309, 1.97950)
H (-1.25952, -2.63187, 2.21298)
H (-0.35154, -4.39013, -2.54133)
H (1.39959, -5.02488, -4.17714)
H (3.44762, -3.65009, -4.40864)
H (3.76276, -1.63509, -2.99837)
H (3.46553, 1.27040, -0.61222)
H (3.09003, 2.71829, 0.37069)
H (2.16503, 2.37867, -1.08612)
H (0.60929, -0.50317, 3.08294)
H (2.09579, -1.29117, 3.62702)
H (1.40453, -1.71061, 2.06089)
H (1.75753, 1.74203, 3.52577)
H (3.29802, 2.12386, 2.74484)
H (3.23002, 0.89561, 4.00736)
H (3.63656, -1.10001, 0.85211)
H (4.24693, -0.87681, 2.49562)
H (4.44501, 0.40364, 1.30062)
H (-3.82663, 1.04605, 1.11231)
H (-4.44295, -0.61414, 1.08809)
H (-4.87743, 0.51568, -0.19260)
H (-2.21330, 1.81742, -0.61084)
H (-3.16377, 1.22537, -1.94502)
H (-1.48271, 0.70675, -1.78936)
H (-3.74593, -2.21272, -0.72586)
H (-2.48558, -1.79299, -1.88596)
H (-4.07274, -1.02129, -1.98237)
F (-2.30125, 4.44141, -1.32094)
Te (-2.30665, 5.29747, 0.34373)
F (-0.51051, 4.63871, 0.56738)
F (-2.07186, 6.39965, 1.82059)
F (-3.87251, 6.17390, -0.10093)
F (-1.43431, 6.65698, -0.57320)
O (-2.97235, 3.90273, 1.22465)


Please write out number 2 again, unchanged.
The following is a DFT calculation (wB97M-V/def2-TZVPD) of one molecule with the formula C3H6Si.

Values from the calculation:
SMILES   [SiH3]C1C=C1
Energy   -11082.087 eV
Molecular weight   70.167 g/mol
Energy relative to the best compared isomer or geometry (same formula, charge and spin)   36.0 kcal/mol
Orbital gap   10.2 eV
Spin multiplicity   1

CARTESIAN COORDINATES (ANGSTROEM)
Si (1.44890, 0.00945, -0.11248)
C (-0.35541, 0.08404, 0.59410)
C (-1.48327, 0.66565, -0.17202)
C (-1.37990, -0.62211, -0.23175)
H (2.37557, 1.21688, 0.25959)
H (1.27328, -0.23335, -1.46938)
H (2.33050, -1.07262, 0.49179)
H (-0.52322, 0.04284, 1.73765)
H (-2.02922, 1.51202, -0.42478)
H (-1.65724, -1.60278, -0.67272)